Entry from the Open Molecules 2025 dataset: C12H40LiN12O17 as an isolated structure (wB97M-V/def2-TZVPD).

## Properties
Kohn-Sham gap (spin up / spin down)	2.52 / 4.51	eV
highest occupied orbital energy (spin up / spin down)	0.019 / -0.056	Ha
E_LUMO (spin up / spin down)	3.05 / 3.00	eV

The geometry in ORCA input format:
```
! RIJCOSX wB97M-V def2-TZVPD def2/J DEFGRID3
* xyz -2 2
Li 10.481 -29.306 -13.022
C 11.136 -26.991 -16.998
C 10.742 -27.830 -15.880
C 11.584 -29.182 -15.635
O 11.336 -29.965 -14.696
C 12.726 -29.446 -16.417
C 13.002 -28.642 -17.471
C 12.267 -27.362 -17.702
O 12.727 -26.411 -18.452
O 13.922 -29.055 -18.312
O 9.641 -27.697 -15.237
H 10.640 -26.043 -17.145
H 13.282 -30.348 -16.209
C 12.343 -33.821 -16.139
O 13.115 -34.789 -15.945
N 12.790 -32.680 -16.622
N 11.130 -33.711 -15.827
H 13.753 -32.609 -16.917
H 12.172 -31.882 -16.590
H 10.603 -34.510 -15.506
H 10.700 -32.879 -16.205
C 13.491 -25.371 -22.241
O 13.578 -24.822 -23.378
N 12.871 -24.944 -21.152
N 14.111 -26.436 -21.792
H 12.265 -24.171 -21.386
H 12.883 -25.410 -20.256
H 14.810 -26.775 -22.438
H 13.877 -26.693 -20.844
C 17.193 -27.687 -19.364
O 18.246 -27.441 -19.868
N 16.966 -27.739 -18.079
N 16.074 -27.789 -20.008
H 16.047 -28.092 -17.852
H 17.579 -27.357 -17.374
H 16.079 -27.817 -21.017
H 15.204 -27.497 -19.586
C 8.367 -24.520 -14.526
O 7.424 -25.290 -14.729
N 8.933 -24.360 -13.347
N 9.009 -23.788 -15.342
H 8.642 -24.969 -12.595
H 9.612 -23.612 -13.363
H 9.639 -23.047 -15.071
H 8.898 -23.986 -16.327
C 8.640 -31.606 -16.906
O 9.340 -32.158 -17.748
N 7.500 -31.091 -17.140
N 8.908 -31.379 -15.636
H 7.199 -31.282 -18.085
H 6.833 -30.822 -16.430
H 9.752 -31.650 -15.152
H 8.180 -30.900 -15.125
C 13.613 -24.877 -14.804
O 13.511 -26.066 -14.474
N 14.143 -23.917 -14.042
N 12.852 -24.314 -15.697
H 14.460 -24.108 -13.102
H 14.328 -22.996 -14.411
H 12.184 -24.868 -16.214
H 12.775 -23.323 -15.520
O 6.734 -28.516 -14.314
H 6.096 -27.809 -14.407
H 7.393 -28.334 -14.984
O 10.753 -27.201 -12.901
H 11.119 -26.337 -12.711
H 10.381 -27.116 -13.779
O 10.479 -24.811 -19.224
H 10.205 -25.274 -20.016
H 11.141 -25.379 -18.831
O 12.742 -29.583 -21.082
H 13.146 -29.673 -20.219
H 13.081 -30.324 -21.584
O 12.291 -29.669 -12.158
H 12.491 -30.532 -11.796
H 13.084 -29.417 -12.632
O 15.797 -30.835 -16.697
H 15.228 -30.499 -17.390
H 15.525 -30.360 -15.912
O 7.578 -26.862 -17.135
H 8.397 -27.228 -16.803
H 7.247 -26.323 -16.417
*
```

Entry from the Open Molecules 2025 dataset: one molecule with the formula C5H7ClS (wB97M-V/def2-TZVPD).

## Properties
SMILES	ClC1C[C@H]2S[C@@H]2C1
Kohn-Sham gap	9.81	eV
highest occupied orbital energy	-0.341	Ha
E_LUMO	0.52	eV
energy above the lowest of the compared OMol25 structures with the same formula, charge and spin	3.594	eV

The geometry in ORCA input format:
```
! RIJCOSX wB97M-V def2-TZVPD def2/J DEFGRID3
* xyz 0 1
Cl -2.427 -1.154 -0.574
C -0.664 -0.779 0.198
C -0.680 0.547 0.842
C 0.278 1.357 -0.059
S 1.918 1.928 -0.046
C 1.345 0.200 -0.101
C 0.464 -0.811 -0.894
H -0.349 -1.685 0.957
H -1.757 0.899 0.786
H -0.374 0.233 1.885
H -0.336 1.396 -0.995
H 1.553 -0.078 0.917
H 0.015 -0.226 -1.711
H 1.013 -1.828 -1.205
*
```

Entry from the Open Molecules 2025 dataset: a 2-piece molecular cluster, C4H14N2O overall (wB97M-V/def2-TZVPD).

## Properties
SMILES	CNC[C@H](C)N.O
Kohn-Sham gap	9.74	eV
highest occupied orbital energy	-0.328	Ha
E_LUMO	0.81	eV
energy above the lowest of the compared OMol25 structures with the same formula, charge and spin	1.977	eV

The geometry in ORCA input format:
```
! RIJCOSX wB97M-V def2-TZVPD def2/J DEFGRID3
* xyz 0 1
C 0.628 -2.040 -2.350
N 0.458 -0.630 -1.899
C 0.584 -0.473 -0.468
C 0.905 0.934 0.092
C 1.337 0.809 1.538
N -0.230 1.863 -0.048
H 0.564 -2.655 -1.427
H 1.698 -2.170 -2.524
H -0.069 -2.263 -3.143
H -0.487 -0.350 -2.135
H 1.463 -1.065 -0.163
H -0.227 -0.925 0.130
H 1.672 1.237 -0.631
H 1.185 1.682 2.175
H 0.794 0.072 2.148
H 2.405 0.596 1.609
H -1.087 1.714 -0.560
H 0.168 2.750 -0.269
O -2.980 -0.373 2.636
H -3.329 0.445 3.000
H -2.770 -0.209 1.733
*
```

Entry from the Open Molecules 2025 dataset: one molecule with the formula C9H7N3O (wB97M-V/def2-TZVPD).

## Properties
Kohn-Sham gap	7.24	eV
highest occupied orbital energy	-0.322	Ha
E_LUMO	-1.54	eV
energy above the lowest of the compared OMol25 structures with the same formula, charge and spin	4.945	eV

The geometry in ORCA input format:
```
! RIJCOSX wB97M-V def2-TZVPD def2/J DEFGRID3
* xyz 0 1
C -2.517 2.106 -2.197
C 1.002 -1.654 -1.098
C 0.793 -2.405 0.075
C 0.412 -0.430 -1.201
C 0.026 -1.964 1.091
C -1.774 1.170 -1.554
C -0.387 0.085 -0.192
C -0.614 -0.670 0.947
C -1.108 2.520 0.356
N -3.157 2.729 -2.970
N -1.062 1.289 -0.473
N -1.233 -0.074 2.032
O -1.228 -0.581 3.164
H 1.797 -2.036 -1.768
H 1.337 -3.407 0.267
H 0.362 0.244 -2.097
H -0.181 -2.702 1.887
H -1.767 3.318 -0.164
H -1.544 2.358 1.366
H -0.155 3.102 0.605
*
```

Entry from the Open Molecules 2025 dataset: one molecule with the formula C21H22ClN3O5S (wB97M-V/def2-TZVPD).

## Properties
SMILES	COc1ccc(N(CC(=O)NCc2ccc(Cl)cc2)S(=O)(=O)c2c(C)noc2C)cc1
Kohn-Sham gap	9.29	eV
highest occupied orbital energy	-0.324	Ha
E_LUMO	0.47	eV
energy above the lowest of the compared OMol25 structures with the same formula, charge and spin	0.608	eV

The geometry in ORCA input format:
```
! RIJCOSX wB97M-V def2-TZVPD def2/J DEFGRID3
* xyz 0 1
C 6.026 3.119 -2.017
O 5.878 2.299 -0.881
C 4.632 1.884 -0.534
C 3.467 2.174 -1.237
C 2.249 1.692 -0.791
C 2.171 0.913 0.354
N 0.912 0.402 0.740
C 0.512 0.400 2.127
C -0.830 1.112 2.356
O -1.239 1.307 3.481
N -1.465 1.505 1.242
C -2.763 2.135 1.279
C -3.821 1.391 0.505
C -3.710 0.034 0.235
C -4.705 -0.628 -0.464
C -5.822 0.070 -0.888
Cl -7.070 -0.752 -1.759
C -5.954 1.424 -0.624
C -4.950 2.076 0.068
S 0.385 -0.872 -0.203
O 0.264 -0.398 -1.549
O -0.777 -1.417 0.431
C 1.706 -2.042 -0.135
C 1.924 -3.074 0.825
C 1.064 -3.439 1.974
N 3.036 -3.697 0.548
O 3.573 -3.122 -0.558
C 2.785 -2.129 -0.978
C 3.164 -1.357 -2.180
C 3.338 0.613 1.054
C 4.551 1.098 0.618
H 5.702 2.607 -2.928
H 7.091 3.335 -2.085
H 5.473 4.057 -1.909
H 3.492 2.777 -2.131
H 1.348 1.904 -1.343
H 1.262 0.907 2.737
H 0.391 -0.622 2.501
H -1.086 1.242 0.345
H -2.684 3.160 0.897
H -3.044 2.187 2.338
H -2.842 -0.519 0.560
H -4.611 -1.681 -0.675
H -6.828 1.959 -0.960
H -5.049 3.132 0.274
H 1.122 -4.510 2.148
H 0.037 -3.142 1.773
H 1.410 -2.935 2.876
H 3.528 -2.033 -2.951
H 3.963 -0.658 -1.934
H 2.299 -0.805 -2.533
H 3.296 -0.003 1.940
H 5.461 0.875 1.152
*
```

Entry from the Open Molecules 2025 dataset: C18H12BCl5F5O2STa as an isolated structure (wB97M-V/def2-TZVPD).

## Properties
Kohn-Sham gap	5.66	eV
highest occupied orbital energy	-0.564	Ha
E_LUMO	-9.68	eV
energy above the lowest of the compared OMol25 structures with the same formula, charge and spin	0.865	eV

The geometry in ORCA input format:
```
! RIJCOSX wB97M-V def2-TZVPD def2/J DEFGRID3
* xyz 2 1
Ta -0.576 0.141 -1.058
Cl -0.097 -0.442 2.061
C -0.886 -1.796 1.342
C -0.969 -1.666 -0.028
C -1.576 -2.642 -0.791
Cl -1.600 -2.174 -2.468
C -2.128 -3.768 -0.226
Cl -2.877 -4.961 -1.180
C -2.044 -3.886 1.185
Cl -2.710 -5.245 1.933
C -1.420 -2.895 1.987
Cl -1.339 -3.046 3.675
C 4.671 0.942 -1.510
C 3.565 0.577 -2.483
C 3.861 1.110 -3.868
O 2.340 1.277 -1.983
B 1.609 0.352 -1.381
O 1.986 -0.938 -1.498
C 3.147 -0.949 -2.438
C 2.600 -1.484 -3.753
C 4.201 -1.877 -1.876
H 4.799 2.023 -1.506
H 5.613 0.489 -1.818
H 4.437 0.624 -0.493
H 4.130 2.163 -3.803
H 3.005 1.016 -4.534
H 4.704 0.570 -4.301
H 1.772 -0.873 -4.122
H 2.244 -2.502 -3.599
H 3.377 -1.510 -4.514
H 4.481 -1.611 -0.859
H 5.088 -1.840 -2.509
H 3.826 -2.899 -1.871
F -3.204 6.210 -3.312
C -2.801 5.261 -2.510
C -2.005 4.231 -3.008
F -1.653 4.196 -4.278
C -1.599 3.244 -2.142
F -0.834 2.209 -2.609
C -1.945 3.222 -0.804
S -1.383 1.988 0.307
C -2.743 4.258 -0.323
F -3.091 4.269 0.951
C -3.170 5.273 -1.168
F -3.925 6.239 -0.701
*
```

no.,maximum force (eV/Å)
1,6.989
2,5.426
3,2.876
4,3.568
5,1.409
6,2.087